Record 1
C5H10FN2 | ωB97M-V/def2-TZVPD

CARTESIAN COORDINATES (ANGSTROEM)
F: -4.05568 -0.33544 0.06301
N: -2.56887 1.47404 -0.09409
N: -0.51736 -0.32639 -0.24462
C: -0.17058 0.85665 0.39015
C: 0.65827 -1.23785 -0.06372
C: 0.72975 1.87057 -0.08034
C: -1.75901 -0.92613 0.08450
C: -2.87499 0.26267 0.03216
H: 1.52296 -0.69675 -0.59725
H: 1.03526 -1.14820 0.99606
H: -0.40680 1.11668 1.46308
H: 1.42116 2.19272 0.74104
H: 1.32736 1.60320 -1.01905
H: 0.57144 -2.21787 -0.52450
H: -0.56600 -0.01353 -1.25305
H: -1.93084 -1.77639 -0.61620
H: 0.14058 2.67014 -0.29903
H: -1.81680 -1.35025 1.18167

Its gap between HOMO and LUMO (spin up / spin down) is 10.117 / 7.672 eV. The value obtained for the largest force on an atom is 5.4 eV/A. The total charge is +1. Its total energy is -11032.969 eV.

Mulliken atomic charge list, values in e, 2 entries: -0.200 -0.484

***

Record 2
C72H180N12O24 | ωB97M-V/def2-TZVPD

CARTESIAN COORDINATES (ANGSTROEM)
O: 4.28828 6.06689 8.09222
O: -6.28541 1.75360 -2.51374
O: -3.00681 -0.16619 0.61499
O: -0.69022 0.38717 -3.32693
O: 4.47237 0.80686 6.46472
O: -3.07508 3.04105 -6.43583
O: 9.52671 6.49003 -2.78072
O: -3.14395 -6.14430 1.62759
O: 5.56623 -1.19870 0.34314
O: 3.92664 -2.52158 -3.28101
O: -0.23157 5.13597 -2.57067
O: 5.37409 3.26786 -2.01329
O: -7.84819 -2.87160 2.06164
O: 9.12652 0.22219 -2.96234
O: -5.39076 3.00092 3.36250
O: -6.83208 -9.24594 0.36194
O: 2.93456 2.53286 1.57905
O: 8.17197 4.98460 2.66534
O: 0.19907 4.82937 3.02483
O: -8.38324 -8.34222 5.29220
O: -4.51230 -6.20037 -1.99906
O: 1.46431 -4.01634 4.11333
O: -5.25790 -11.24336 -3.90517
O: 1.11316 9.35703 -5.93368
N: -8.97763 -6.23281 1.00276
N: 6.36318 6.13257 5.02027
N: 6.10585 -0.39545 -2.66344
N: 1.64321 7.14056 -4.11134
N: -3.04396 4.09956 1.27842
N: -4.63152 0.50659 -5.57447
N: -5.70905 -8.17016 3.41488
N: 2.81677 -1.77181 5.69575
N: 8.10980 3.98137 -0.38918
N: 0.80001 -2.14268 -3.17818
N: -5.49171 -8.07408 -4.30299
N: 0.14364 1.27669 -0.62846
C: 0.26649 7.29870 -3.61477
C: -5.36588 -7.32475 -1.97311
C: -4.33300 -6.82503 1.91969
C: 1.63740 2.65545 0.98034
C: 4.67044 -0.48193 -0.48086
C: 1.77785 -2.78917 -2.31191
C: -5.24174 2.37970 -1.79266
C: -2.09608 3.99280 -6.76295
C: 0.61821 5.16572 4.34443
C: -7.03635 -1.82373 1.58813
C: 8.16927 4.79079 -1.64218
C: 5.64005 3.44668 -0.63611
C: 8.53323 -1.01211 -3.16794
C: -0.78338 0.69956 0.31612
C: 9.02422 5.12263 3.78516
C: 3.99434 2.05757 6.97429
C: 1.77358 9.63178 -4.69534
C: -4.44236 -12.38694 -3.84614
C: -5.02435 -10.43223 -5.05089
C: -1.09695 4.24175 2.97236
C: -3.98140 3.00218 3.36897
C: 1.30216 -0.84117 -3.56894
C: 7.11382 2.92981 -0.40504
C: -6.90907 -10.51306 0.96460
C: -8.05951 -7.44740 6.30954
C: -3.02316 -1.57607 0.53226
C: -2.67390 -5.28559 2.65746
C: 7.25386 -1.27797 -2.33069
C: -5.03021 -5.10230 -1.25963
C: 9.50307 5.55371 -1.71918
C: 5.05502 -2.92670 -4.00269
C: 2.33053 -3.00998 3.63682
C: 6.02341 5.53723 3.73381
C: -5.03085 -8.44378 -2.93177
C: 3.42242 -2.60369 4.64918
C: 3.14093 3.58180 2.52287
C: -1.58546 4.41592 1.53049
C: 4.19718 3.84022 -2.55971
C: 5.53213 -0.77395 1.69744
C: -8.09963 -8.49424 0.43330
C: -4.38347 -7.53967 3.28825
C: -5.98462 -9.24105 -5.03295
C: -5.97106 4.29502 3.34002
C: -7.38741 -9.30175 4.91252
C: -1.30870 4.22962 -2.33734
C: 4.90904 -0.88383 -1.94909
C: 1.43521 1.45663 0.01062
C: 5.42757 5.68398 6.06023
C: 2.59758 -0.36601 5.35982
C: -5.91753 0.81477 -3.51952
C: 3.87629 6.82887 9.20046
C: -2.20648 0.56084 -0.28479
C: 0.38801 -3.55742 4.93066
C: 3.86173 0.47640 5.23386
C: -8.65620 -5.11778 1.91397
C: 2.91174 -3.49169 -3.12229
C: -5.96968 -8.80216 4.69949
C: 2.45479 8.34581 -4.23644
C: 8.64401 1.29535 -3.73884
C: -0.45007 5.96190 -3.71461
C: 7.02583 5.85426 2.63362
C: -4.33432 0.92597 -6.91296
C: -3.09555 1.75526 -7.06883
C: 0.77823 10.47955 -6.71166
C: -5.29619 1.45477 -4.72998
C: 0.25056 -0.04316 -4.29950
C: -3.46036 2.85976 1.94568
C: 5.25643 6.64298 7.24328
C: -7.78189 -7.04953 0.69293
C: 10.54293 7.43890 -2.60285
C: -1.67840 1.28297 -3.79477
C: -7.70296 -4.06968 1.31246
H: -2.46588 1.25382 -3.04321
H: 10.30725 8.04382 -1.72229
H: -8.64472 -8.91971 1.28236
H: 9.47536 6.07147 -0.75225
H: -6.02245 -11.11458 0.76383
H: -5.64726 4.90494 4.19097
H: -1.02562 3.69773 0.92431
H: -1.72310 4.72998 3.72587
H: 2.26259 -0.78699 -4.08917
H: -4.73710 -0.48670 -5.47816
H: 2.08583 -0.21267 4.40842
H: -1.50933 6.23342 -3.80359
H: 4.59662 -0.03266 4.60069
H: -4.27624 1.87612 -1.87715
H: -1.35690 2.31640 -3.96197
H: -0.87641 1.19264 1.28333
H: 8.95919 1.15505 -4.78349
H: 8.57983 4.42916 0.37851
H: 3.17482 8.07092 -5.01079
H: 9.05461 2.26823 -3.48072
H: -4.22090 2.39303 1.31726
H: -5.66870 4.83862 2.44267
H: -2.40682 -5.86116 3.54188
H: -7.44473 -6.61442 5.93482
H: -6.90002 0.45440 -3.82444
H: -2.69926 1.52764 -0.41630
H: 7.42511 6.87219 2.62711
H: 1.08158 10.10743 -3.99595
H: -0.49402 -0.33926 0.53514
H: -4.03907 -0.00228 -7.41255
H: -5.07918 3.39457 -2.16797
H: 8.40286 -1.40303 -4.18592
H: -2.53681 4.98518 -6.66673
H: 2.07086 1.85206 -0.79117
H: 6.46291 5.75578 1.70448
H: 1.22793 -3.66064 -1.94155
H: 7.25930 2.20754 -1.21317
H: -6.27013 -7.45019 -4.13163
H: -3.04920 3.96570 0.27438
H: 5.58694 0.31825 1.75811
H: -5.13569 -6.07846 1.88192
H: -7.11782 -6.78429 -0.13025
H: -5.12436 1.34685 -7.54640
H: 4.53240 -0.95700 2.11108
H: -5.96739 -2.04057 1.51606
H: 4.44251 5.51240 5.61640
H: 3.07691 8.50780 -3.35326
H: 7.54946 -1.29683 -1.27756
H: 4.32037 4.90762 -2.35395
H: 1.77562 -2.14873 3.24661
H: -3.96627 -10.24644 -5.25188
H: -7.84079 -9.63116 3.97966
H: -1.52568 5.43122 1.14466
H: -4.50023 -6.77687 4.06406
H: 2.49172 4.42317 2.27371
H: 5.61079 4.46519 -0.23300
H: -5.60658 -9.31985 -2.63053
H: 2.20697 -2.19291 -1.50269
H: 0.78550 0.77535 -4.78805
H: 1.68051 5.40439 4.32366
H: 0.86783 2.76135 1.74835
H: 6.18152 6.68316 7.82533
H: 3.95612 7.91593 9.11589
H: -8.68984 -8.73840 -0.45099
H: -3.55166 -8.20397 3.54295
H: -5.73159 -8.17508 5.56283
H: -9.80305 -6.74989 1.25338
H: -5.58989 2.46211 -0.76422
H: 7.19217 2.27090 0.46074
H: -4.56440 2.22547 -4.46540
H: -7.79289 -3.78697 0.25929
H: 8.73682 4.45227 4.59623
H: -2.67005 2.09750 1.91191
H: 3.70506 1.35254 4.59177
H: -3.67800 2.09395 3.90235
H: 5.86294 4.45537 3.70285
H: 4.17287 3.86994 2.32455
H: 0.00296 -1.95152 -2.57829
H: -3.82201 -1.89873 -0.13818
H: -0.99920 3.67076 -1.45675
H: -1.77337 3.94972 -7.80901
H: -4.85165 -12.97495 -3.02579
H: 4.98164 -3.85321 -4.57714
H: 4.31513 -2.20058 4.16049
H: -3.95698 -8.63042 -2.92319
H: 3.22873 -4.36725 -2.54859
H: 3.31241 3.52445 -1.99308
H: 10.67749 8.03968 -3.50089
H: 9.30641 -1.71197 -2.82861
H: -5.27872 -9.64733 4.81871
H: -8.25428 -5.51426 2.85136
H: -3.41572 -4.49077 2.78957
H: 0.45616 10.16688 -7.70421
H: 1.68760 -0.23397 -2.73028
H: -7.08670 -0.97350 2.26982
H: 7.56014 1.30690 -3.87522
H: -7.55605 -7.93043 7.14999
H: 6.37791 0.54787 -2.41246
H: -7.25464 -9.99522 5.74887
H: 4.06593 3.55674 -3.59886
H: -0.27065 -0.75719 -4.94398
H: 3.30828 -1.85832 6.57502
H: -7.04585 4.17805 3.46037
H: 5.24050 -2.21296 -4.81776
H: -2.82311 1.84970 -8.12795
H: -0.20634 -4.40832 5.25508
H: -7.68839 -11.15316 0.52939
H: 4.83479 2.84193 -0.20385
H: 2.91352 -3.28044 2.75128
H: -6.89846 -9.62673 -4.56131
H: -6.06999 1.97234 -5.30936
H: 6.29433 -1.26567 2.29405
H: 1.72973 10.99823 -6.88004
H: 1.61738 6.52583 -4.90811
H: 10.00216 4.77139 3.44410
H: -9.69287 -4.82012 2.08435
H: -8.92696 -6.82608 6.54134
H: -6.38314 -6.93089 -2.08003
H: 8.18511 4.05658 -2.44874
H: -7.13243 -6.89297 1.55890
H: -1.96347 0.89028 -4.77147
H: 2.02971 -0.09356 6.25273
H: 1.95462 0.54105 0.30484
H: -7.46909 -1.46393 0.64951
H: 4.05413 2.09132 8.06433
H: 0.10112 0.81239 -1.52372
H: 5.02738 5.79618 3.33921
H: -4.48791 -12.96465 -4.77497
H: -6.71186 -4.53094 1.39987
H: 0.31902 4.48222 5.13855
H: 6.02253 -2.85594 -3.49985
H: 10.33019 4.85564 -1.85204
H: -3.42423 -12.04518 -3.63516
H: 6.98022 -2.32249 -2.50122
H: 11.48272 6.88864 -2.46801
H: 0.00440 11.01168 -6.15164
H: 3.74974 -3.56762 5.04425
H: -0.22239 8.20392 -3.98453
H: -5.75302 -8.79444 2.61571
H: 7.26803 5.40085 -1.58384
H: 4.78363 0.60320 -0.38397
H: -1.04856 3.19509 3.29036
H: 4.72182 2.78507 6.61250
H: -3.52278 3.74790 4.02287
H: 4.74317 -1.95249 -2.06011
H: 2.94053 2.27799 6.79778
H: -2.02222 -1.93309 0.27670
H: 1.62744 3.58853 0.41146
H: -5.28144 0.08235 -3.01504
H: -5.20464 -7.79623 -0.99602
H: 6.40069 7.14001 4.92023
H: -0.28203 5.35365 -4.60909
H: 4.25937 -0.26132 -2.57624
H: 3.65272 -0.75966 -0.18586
H: 4.94665 7.60198 6.81641
H: -5.38515 -11.06844 -5.87053
H: -4.20104 -4.40750 -1.16482
H: -4.48701 -7.50644 1.08069
H: -6.29766 -9.03428 -6.05755
H: 2.59718 10.33715 -4.85074
H: 0.77716 -3.03263 5.80217
H: 5.94877 4.78750 6.40142
H: 2.54973 -3.76716 -4.11624
H: 9.26685 6.11283 4.17707
H: -1.79192 -4.77660 2.26888
H: -3.22127 -1.95861 1.53458
H: 4.56103 6.58778 10.02250
H: -1.17838 3.95576 -6.16959
H: 2.86606 6.52332 9.46320
H: -2.34267 4.57374 -2.22379
H: -2.19237 1.26127 -6.69262
H: 0.26540 7.49144 -2.53499
H: -5.93653 -4.67352 -1.70163
H: -2.23764 0.16462 -1.30682
H: 2.91798 3.24804 3.53756
H: -1.40559 3.57831 -3.21309
H: -0.14540 -2.86955 4.26717
H: -5.40303 -5.41094 -0.27814
H: -7.15517 -10.56394 2.02999
H: 0.12558 6.14214 4.42647

Its gap between HOMO and LUMO is 8.315 eV. The value obtained for the largest force on an atom is 3.2 eV/A. Its total energy is -144578.276 eV. As for the SMILES: COCCNCCOC.COCCNCCOC.COCCNCCOC.COCCNCCOC.COCCNCCOC.COCCNCCOC.COCCNCCOC.COCCNCCOC.COCCNCCOC.COCCNCCOC.COCCNCCOC.COCCNCCOC.

Mulliken atomic charge list, values in e, 2 entries: -0.211 -0.482